#A
Below is an isolated molecule of C6H11NS, with properties calculated with the ωB97M-V functional and the def2-TZVPD basis.

Computed properties:
SMILES = S[C@@H]1C[C@H]2CCN[C@H]21
charge = 0
Kohn-Sham gap = 9.228 eV
HOMO = -8.35 eV

Atoms and positions in Å:
C  -0.9153  -0.0617  0.5244
C  -0.4179  1.3997  0.1531
C  0.8517  0.8872  -0.5904
C  2.0737  0.8823  0.1606
C  2.4830  -0.6659  0.2511
C  0.2142  -0.5676  -0.4759
H  -3.2178  -1.2401  0.8406
H  -0.6092  -0.5270  1.4557
H  -1.0474  1.7626  -0.6297
H  -0.4691  1.9973  1.1197
H  0.8226  1.5679  -1.5002
H  2.6904  1.6714  -0.4137
H  2.0056  1.5493  1.3084
H  2.7766  -0.9193  1.4212
H  3.3534  -0.6618  -0.5300
H  1.4206  -2.2612  -0.5435
H  -0.3719  -1.0706  -1.3299
N  1.1838  -1.4565  -0.0384
S  -2.5860  -0.1823  -0.0667

---

#B
Below is an isolated molecule of C6H11NS, with properties calculated with the ωB97M-V functional and the def2-TZVPD basis.

Computed properties:
SMILES = C/C=C(C)/N=C/SC
charge = 0
Kohn-Sham gap = 9.111 eV
HOMO = -8.19 eV

Atoms and positions in Å:
C  0.2556  0.2880  0.1847
C  1.5522  -0.0648  0.1486
C  -0.5472  -1.3899  -1.0986
C  -0.2677  1.7325  0.2077
C  2.7211  0.8097  0.0172
C  -3.0197  -2.5254  -0.1599
N  -0.7657  -0.5847  -0.1180
S  -1.8080  -2.6010  -1.5436
H  1.5807  -1.1326  0.0907
H  0.1464  -1.2172  -1.9025
H  -0.4644  2.1187  -0.7331
H  0.3078  2.3619  0.7415
H  -1.1120  1.7172  0.7523
H  3.6179  0.0692  -0.0297
H  2.7750  1.5400  0.8337
H  2.5860  1.3697  -1.0250
H  -3.7827  -1.8003  -0.5094
H  -2.5155  -2.1723  0.7756
H  -3.6285  -3.4011  0.0856

---

#C
Below is an isolated molecule of C6H11NS, with properties calculated with the ωB97M-V functional and the def2-TZVPD basis.

Computed properties:
SMILES = C[C@@]12CNC[C@]1(C)S2
charge = 0
Kohn-Sham gap = 8.848 eV
HOMO = -8.10 eV

Atoms and positions in Å:
C  -1.8936  -1.0084  -0.8746
C  -0.8523  0.1415  -0.6590
C  0.5353  -0.0609  -1.2153
C  0.3775  -0.7881  1.1747
C  -0.1778  0.5660  0.8249
C  0.9353  1.7642  0.8810
H  -2.4749  -1.2177  -0.0306
H  -1.0855  -1.7212  -1.3566
H  -2.3910  -0.6970  -1.6753
H  1.0585  0.9487  -1.2847
H  0.6700  -0.6155  -2.0658
H  1.8771  -1.4660  -0.4295
H  -0.3942  -1.5789  1.7166
H  1.2753  -0.7058  1.8574
H  0.6277  2.6857  0.2086
H  0.7876  2.0825  1.9453
H  1.9920  1.3815  0.6219
N  0.8666  -1.0621  -0.2074
S  -1.7333  1.3518  0.5685

---

Which of them is the least stable? Correct choice: #C.

---

#A
Below is a cluster of 2 separate species, C3H10N3S in total, with properties calculated with the ωB97M-V functional and the def2-TZVPD basis.

Computed properties:
charge = +1
Kohn-Sham gap = 7.778 eV
HOMO = -11.93 eV

Atoms and positions in Å:
C  -0.3061  -1.2336  -0.2057
C  -0.6388  0.3109  -2.2640
C  -0.7922  -1.0124  -1.5564
N  1.4622  0.3213  0.6130
N  -0.6964  -1.4377  1.0478
N  1.0877  1.3923  1.5593
S  0.6191  -2.2024  -1.1473
H  0.3374  0.7642  -2.1283
H  -0.8600  0.4391  -3.3041
H  -1.2078  1.1016  -1.6354
H  -1.6923  -1.5236  -1.9397
H  -1.6006  -1.4276  1.3834
H  -0.1537  -2.1168  1.6078
H  1.7945  1.7513  2.1384
H  0.4620  0.9443  2.2913
H  0.7664  2.1577  1.0412
H  1.6787  -0.5370  1.1442

---

#B
Below is a structure of composition C3H10N3S, with properties calculated with the ωB97M-V functional and the def2-TZVPD basis.

Computed properties:
charge = +1
Kohn-Sham gap = 8.494 eV
HOMO = -13.00 eV

Atoms and positions in Å:
C  -0.6384  -0.4384  1.5630
C  1.5411  -1.1861  0.7204
C  -1.4576  1.6515  0.4906
N  0.2815  -1.1656  0.5696
N  -1.6494  0.2161  0.7539
N  -0.4457  -1.5010  -0.4617
S  -2.0856  -0.9052  -0.3457
H  -1.1016  -1.1472  2.2824
H  0.0338  0.0506  2.2894
H  0.2026  -1.2326  -3.8914
H  2.2407  -1.7220  -0.0595
H  1.9332  -0.7596  1.5275
H  -1.8920  2.0466  1.3570
H  -0.5175  1.9462  0.0987
H  -2.2418  1.8966  -0.2140
H  -0.0846  -1.4189  -1.5500
H  0.1690  -1.2868  -3.1062

---

Which of them is the least stable? Correct choice: #B.

---

#A
Below is a cluster of 2 separate species, C3H10N3S in total, with properties calculated with the ωB97M-V functional and the def2-TZVPD basis.

Computed properties:
charge = +1
Kohn-Sham gap = 8.066 eV
HOMO = -12.95 eV

Atoms and positions in Å:
C  -0.6571  0.6234  0.3451
C  1.7428  -0.7079  -1.2314
C  1.9079  0.4069  -0.2497
N  -0.8835  0.6574  1.6227
N  -1.6062  0.3009  -0.4878
N  -2.9147  -0.0134  0.0347
S  2.5372  0.3344  1.2768
H  1.4289  -1.6720  -0.9161
H  2.6609  -0.8819  -1.7139
H  1.1103  -0.5062  -2.0568
H  2.0096  1.3041  -0.6989
H  -0.1455  0.8339  2.2522
H  -1.2932  0.0932  -1.3489
H  -1.7777  0.5483  2.0844
H  -3.1538  -0.9899  -0.2150
H  -3.5931  0.6449  -0.3812
H  2.6272  -0.9760  1.6836

---

#B
Below is the ion C3H10N3S with charge +1, with properties calculated with the ωB97M-V functional and the def2-TZVPD basis.

Computed properties:
SMILES = C[C@@H](S)[NH+]=C(N)N
charge = +1
Kohn-Sham gap = 9.620 eV
HOMO = -12.89 eV

Atoms and positions in Å:
C  1.3209  0.3249  0.1015
C  -2.0544  -1.4168  -0.1563
C  -1.0853  -0.0516  -0.2299
N  2.4300  0.0480  0.8481
N  1.2829  1.2229  -0.9330
N  0.1721  -0.3085  0.4939
S  -2.0258  1.4006  0.3763
H  -2.6959  -1.7278  0.6364
H  -2.7745  -1.3532  -0.9159
H  -1.2263  -2.1728  -0.1811
H  -1.0104  0.1617  -1.2272
H  3.2353  0.5099  0.4768
H  2.4329  -0.6059  1.6270
H  2.1175  1.7812  -1.2498
H  0.4780  1.3003  -1.6199
H  0.2732  -1.0381  1.1902
H  -0.8702  1.9251  0.7628

---

Which of them is the least stable? Correct choice: #A.

---

#A
Below is a structure of composition C12H21NSi, with properties calculated with the ωB97M-V functional and the def2-TZVPD basis.

Computed properties:
charge = 0
Kohn-Sham gap = 8.839 eV
HOMO = -8.08 eV

Atoms and positions in Å:
C  4.5421  -0.0977  0.9946
C  4.0151  -0.9340  -0.0141
C  3.7484  0.9164  1.5184
C  2.7319  -0.8120  -0.4402
C  2.3784  1.0936  1.0333
C  1.9115  0.2083  0.0830
C  -0.8358  -2.4637  -0.8508
C  -1.3491  -1.6981  1.4029
C  -2.8915  -1.1507  -0.4723
C  -2.0426  2.4658  -1.5431
C  -1.0759  2.6016  0.6050
C  -1.4487  -1.3238  0.0000
N  -1.2002  1.8192  -0.5761
Si  -0.4668  0.2270  -0.7085
H  5.6741  -0.2201  1.3045
H  4.6816  -1.6963  -0.4971
H  4.0979  1.6153  2.2342
H  2.3883  -1.5861  -1.1474
H  1.8158  1.8588  1.3514
H  -1.0239  -2.4225  -1.9391
H  0.1665  -2.2962  -0.6764
H  -1.0654  -3.4935  -0.4971
H  -0.3572  -1.5281  1.8393
H  -1.5850  -2.7475  1.5984
H  -1.9538  -1.0474  2.0712
H  -2.8135  -0.7249  -1.5062
H  -3.3770  -2.1408  -0.6127
H  -3.6869  -0.6862  0.1126
H  -1.7862  2.1756  -2.5639
H  -3.1067  1.9230  -1.4280
H  -2.2034  3.4893  -1.3574
H  -0.8737  1.8664  1.4981
H  -0.4501  3.4668  0.4513
H  -1.9830  3.0121  1.0016
H  -0.5753  0.3304  -2.2697

---

#B
Below is an isolated molecule of C12H21NSi, with properties calculated with the ωB97M-V functional and the def2-TZVPD basis.

Computed properties:
SMILES = CN(C)[Si@@H](c1ccccc1)C(C)(C)C
charge = 0
Kohn-Sham gap = 8.925 eV
HOMO = -8.14 eV

Atoms and positions in Å:
C  4.2311  -0.4892  0.8662
C  3.4614  -1.5149  0.2542
C  3.6891  0.8058  0.8451
C  2.1145  -1.2468  -0.0010
C  2.4764  1.0771  0.3270
C  1.6108  0.0263  -0.0166
C  -0.9441  -2.2034  -1.4142
C  -1.2922  -1.8124  1.0159
C  -2.8452  -0.7367  -0.4977
C  -1.0787  3.0444  -0.8308
C  -1.3794  2.0131  1.2190
C  -1.3981  -1.1788  -0.3211
N  -0.5903  1.9295  0.0010
Si  -0.1154  0.4036  -0.6826
H  5.3147  -0.6128  1.0335
H  3.7207  -2.5261  0.3204
H  4.3182  1.5535  1.2353
H  1.4733  -2.1646  -0.3869
H  2.2541  2.0357  0.2252
H  -0.8445  -1.6797  -2.3868
H  -0.1310  -2.8166  -1.0814
H  -1.8634  -2.7871  -1.5895
H  -1.5743  -1.1212  1.9422
H  -0.3218  -2.3432  1.2501
H  -2.0598  -2.6232  0.9711
H  -3.2026  -0.0850  0.2893
H  -3.0831  -0.3487  -1.4574
H  -3.4881  -1.5006  -0.3681
H  -0.2801  3.4094  -1.4843
H  -1.8519  2.8172  -1.5016
H  -1.5285  3.7868  -0.1332
H  -1.1685  2.9753  1.7374
H  -2.4254  1.8391  0.9251
H  -1.0718  1.1959  1.7785
H  -0.1261  0.8781  -2.0834

---

Which of them is the least stable? Correct choice: #A.